1:
DFT (wB97M-V/def2-TZVPD) results for a gas-phase ion, C6H10NO (charge +1).

```
18
Properties=species:S:1:pos:R:3:nbo_charge:R:1
C 2.1309 -0.4641 -0.6964 -0.239
O 1.1454 1.5641 0.3812 -0.435
C 2.0598 0.5000 0.5127 0.280
C -0.1121 1.0571 0.0533 0.356
H -1.4784 2.4312 0.8884 0.253
H 1.5590 -0.2702 -1.5296 0.241
C -1.2243 2.0531 -0.0511 -0.659
H -0.7194 2.8845 -0.7366 0.252
H -2.1878 -1.2666 0.7568 0.273
H 1.1063 -1.6760 0.9611 0.462
H 3.0340 -1.1272 -0.8567 0.265
H 2.8811 0.5837 1.2050 0.260
H -0.5996 -2.3371 0.5405 0.202
C -0.1674 -0.3253 0.1252 0.021
N 1.1688 -0.7964 0.4113 -0.407
C -1.2528 -1.4075 0.1325 -0.630
H -1.4509 -1.6995 -0.9031 0.253
H -2.0770 1.7046 -0.5551 0.250
```

**Total charge**: +1
**Molecular weight**: 112.15 u
**HOMO energy**: -13.420 eV
**Multiplicity**: 1
**Kohn-Sham gap**: 0.3805 hartree

2:
DFT (wB97M-V/def2-TZVPD) results for 2 unconnected molecules or ions with the total composition C6H10NO.

```
18
Properties=species:S:1:pos:R:3:nbo_charge:R:1
H -2.3939 0.9777 -1.1189 0.258
H 2.3778 2.4053 1.6642 0.521
H -2.9335 0.2686 0.7926 0.239
H 3.1936 1.7734 0.3271 0.492
H 3.1831 -0.1977 -0.5682 0.300
C -2.2866 -0.4903 0.3841 -0.432
C 0.0838 -0.2351 -0.0184 0.094
H -0.7944 0.1004 2.0594 0.258
C -1.9033 0.0149 -0.9813 -0.283
O 2.3226 1.7938 0.8636 -0.972
H -2.2305 -0.6801 -1.8352 0.256
H -1.0254 -1.5807 1.5061 0.257
N -0.4883 0.2039 -1.1024 -0.160
C 1.4641 -0.3318 -0.4114 0.500
H -2.7786 -1.4217 0.2975 0.235
H 2.7243 -1.2837 -1.9839 0.331
C -0.9743 -0.5188 1.1910 -0.427
C 2.4598 -0.7980 -1.0660 -0.467
```

**Total charge**: +1
**Molecular weight**: 112.15 u
**HOMO energy**: -14.968 eV
**Multiplicity**: 1
**Kohn-Sham gap**: 0.3234 hartree

Pick 1: it beats the second-best structure by 218.5 kJ/mol.

1:
DFT (wB97M-V/def2-TZVPD) results for a gas-phase ion, C6H10NO (charge +1).

```
18
Properties=species:S:1:pos:R:3:nbo_charge:R:1
C -1.0575 -0.4201 -1.9392 -0.702
C 1.0640 0.9693 -1.2896 -0.767
H -0.5947 -2.1287 1.5695 0.234
C 0.0495 -0.5354 0.3418 -0.056
C 0.0835 -0.0250 -0.9477 0.453
N 1.1015 0.2175 1.4307 -0.515
H -1.2063 0.8152 2.6341 0.508
C 0.7511 0.7196 2.4952 0.442
H -0.7485 -1.4070 -2.3175 0.276
H 1.6070 0.5451 -2.2136 0.328
O -0.3334 0.9428 3.0990 -0.633
H 1.6473 1.1654 2.9673 0.196
H -1.0474 -2.0701 -0.1582 0.202
H -2.0692 -0.4004 -1.3743 0.266
H 1.6762 1.1294 -0.3800 0.304
H 0.7544 1.8358 -1.8680 0.312
C -0.5247 -1.7060 0.6345 -0.107
H -1.1528 0.3527 -2.6840 0.259
```

**Total charge**: +1
**Molecular weight**: 112.15 u
**HOMO energy**: -13.974 eV
**Multiplicity**: 1
**Kohn-Sham gap**: 0.2723 hartree

2:
DFT (wB97M-V/def2-TZVPD) results for a molecular structure, C6H10NO.

```
18
Properties=species:S:1:pos:R:3:nbo_charge:R:1
N 0.9606 -0.2638 -0.1471 -0.121
H -1.8383 1.4041 -0.4471 0.242
C 0.6821 2.0991 -0.5461 0.078
H 1.5694 2.5505 -0.1111 0.242
H 2.5484 0.7399 0.7859 0.216
H 0.0862 2.7496 -1.1774 0.238
H 2.8311 -0.8688 0.7338 0.261
C 2.4214 -0.0779 0.0791 -0.498
H -0.5098 -1.8084 0.0718 0.507
C 0.2196 0.8185 -0.3232 0.090
H -2.3454 -0.0640 1.6012 0.252
H 2.8305 -0.1974 -0.9195 0.271
H -1.4091 -0.1982 -1.1582 0.286
H -2.1392 -2.6202 1.1090 0.235
C -1.8492 -0.4823 0.7374 -0.250
C -1.6968 -1.8097 0.5356 0.082
C -1.2879 0.4787 -0.2652 -0.509
O -1.0737 -2.4500 -0.5590 -0.622
```

**Total charge**: +1
**Molecular weight**: 112.15 u
**HOMO energy**: -13.349 eV
**Multiplicity**: 1
**Kohn-Sham gap**: 0.1846 hartree

Pick 1: it beats the second-best structure by 335.3 kJ/mol.